This record from the Open Molecules 2025 dataset describes a 4-piece molecular cluster, C29H28BN5O9 overall in a non-equilibrium geometry. The level of theory is the ωB97M-V functional and the def2-TZVPD basis.

Atoms and positions in Å:
O -1.7543 6.5174 -1.4104
O 1.7048 3.1931 1.9349
O 2.5152 1.1678 1.3705
O 2.9774 -7.0032 -0.0564
O -3.5064 -4.9375 0.9274
O -2.3623 -5.7898 2.5384
O 1.2950 -5.9446 0.7664
O -1.4703 5.8333 -3.4307
O 4.3998 -0.1539 1.9823
N -1.7215 1.5469 -1.7495
N 2.1009 2.9632 -0.2818
N 1.8328 -6.9524 0.3497
N -2.5974 -4.9067 1.7329
N -2.1170 6.3870 -2.5649
C -1.9744 -2.6974 0.8419
C -5.9111 7.9193 -3.6179
C 1.0469 -8.1925 0.3323
C 4.3274 2.1410 3.0872
C -3.4286 6.9322 -2.9343
C 3.3857 2.1823 4.3749
C 4.7864 4.7049 -1.4910
C -0.6476 0.7551 -1.7849
C -3.8907 6.7700 -4.2303
C -4.1855 7.5889 -1.9777
C 0.8349 2.5044 -0.8045
C -0.3149 3.3474 -0.7990
C -1.1332 -1.5962 0.8285
C 1.6376 -9.3634 -0.1156
C -0.2730 -8.1688 0.7527
C 0.5929 1.2104 -1.3157
C -1.7222 -3.7299 1.7315
C 0.1862 -2.5730 2.5901
C -5.1399 7.2655 -4.5701
C -0.4387 -10.5151 0.2593
C -1.0176 -9.3373 0.7128
C -0.6528 -3.6762 2.6106
C 3.2621 2.4950 -1.0698
C 2.1194 2.4560 1.0938
C -5.4328 8.0845 -2.3246
C 4.1722 3.6858 -1.3070
C -0.0519 -1.5356 1.6985
C -1.5003 2.7723 -1.2888
C 0.8886 -10.5291 -0.1505
B 3.7168 1.0623 2.1077
H -1.0243 -11.4258 0.2239
H -2.0515 -9.3287 1.0329
H -5.5147 7.1394 -5.5775
H -6.8892 8.3008 -3.8846
H -0.4597 -4.4795 3.3078
H 3.8271 1.6568 -0.6282
H -3.2954 6.2619 -4.9763
H 2.9357 2.1621 -2.0759
H 0.6088 -0.6759 1.6800
H -0.7596 -0.2758 -2.1492
H 5.6057 5.3889 -1.6718
H 2.9530 3.1843 4.5401
H 1.3379 -11.4493 -0.5008
H 2.6693 -9.3807 -0.4387
H 5.3340 1.8581 3.4418
H 4.5580 -0.3490 1.0482
H -6.0348 8.5970 -1.5856
H -1.3163 -0.7844 0.1387
H -2.3888 3.4283 -1.2504
H -2.8123 -2.7390 0.1595
H 4.3885 3.1434 2.6219
H 1.0288 -2.5228 3.2675
H -0.2661 4.3803 -0.4289
H 2.5351 1.4785 4.2429
H 3.9179 1.8401 5.2793
H 1.4390 0.5016 -1.3506
H -3.8203 7.7182 -0.9682
H -0.7338 -7.2567 1.1072

## Properties
**Highest occupied orbital energy**: -9.78 eV
**Net charge**: 0
**Max |F|**: 2.763 eV Å⁻¹
**Orbital gap**: 9.18 eV
**SMILES string**: C#CCN(C(=O)OB(O)CC)c1ccncc1.O=[N+]([O-])c1ccccc1.O=[N+]([O-])c1ccccc1.O=[N+]([O-])c1ccccc1
**E_LUMO**: -0.599 eV
**Calculated total energy**: -2097.3898 a.u.